#one
{
  "formula": "C7H8O",
  "method": "ωB97M-V/def2-TZVPD",
  "species": ["C", "C", "C", "C", "C", "C", "C", "O", "H", "H", "H", "H", "H", "H", "H", "H"],
  "xyz": [[0.763, -0.662, 0.222], [1.230, -1.558, -0.828], [-0.176, 0.414, -0.228], [-1.426, 0.202, 0.672], [-2.633, 0.223, 0.126], [1.054, 1.301, 0.432], [1.833, 2.161, 0.750], [-0.367, 0.679, -1.460], [0.825, -0.948, 1.269], [-1.270, -0.023, 1.721], [1.944, -2.309, -0.504], [0.329, -1.991, -1.290], [1.622, -0.941, -1.651], [-3.522, 0.037, 0.714], [-2.749, 0.497, -0.914], [2.543, 2.918, 0.969]],
  "total_charge": 0,
  "e_homo_ev": [-8.71, -8.71],
  "homo_lumo_gap_ev": [7.74, 7.74]
}


#two
{
  "formula": "C7H8O",
  "method": "ωB97M-V/def2-TZVPD",
  "species": ["C", "C", "C", "C", "C", "C", "C", "O", "H", "H", "H", "H", "H", "H", "H", "H"],
  "xyz": [[0.858, -1.025, 0.712], [-0.390, -1.188, 0.355], [2.167, -0.548, 0.034], [1.947, 0.938, -0.170], [0.562, 1.398, 0.243], [-0.061, 0.106, 0.976], [-1.360, -2.012, -0.303], [3.157, -1.230, -0.248], [2.619, 1.495, 0.337], [2.269, 1.097, -1.286], [0.534, 2.260, 1.043], [-0.037, 1.856, -0.465], [-0.440, 0.521, 1.899], [-1.241, -3.176, 0.035], [-1.154, -1.846, -1.377], [-2.408, -1.673, -0.199]],
  "total_charge": 0,
  "e_homo_ev": -8.63,
  "homo_lumo_gap_ev": 9.08
}


It turns out #two is the most stable, with the second structure 2.121 eV higher.


#one
{
  "formula": "C7H8O",
  "method": "ωB97M-V/def2-TZVPD",
  "species": ["C", "C", "C", "C", "C", "C", "C", "H", "H", "H", "H", "H", "H", "H", "H", "O"],
  "xyz": [[0.491, 0.366, 2.129], [-0.672, -0.457, 1.624], [-0.801, -0.305, 0.109], [0.535, 0.083, -0.149], [0.827, 0.090, -1.720], [-0.527, 0.074, -2.139], [-1.455, -0.323, -1.181], [0.376, 1.546, 2.078], [1.068, -0.067, 3.104], [-0.553, -1.336, 2.330], [-1.672, 0.107, 1.923], [1.090, 1.180, -2.242], [1.487, -0.747, -2.001], [-0.722, 0.417, -3.314], [-2.556, -0.275, -1.283], [1.387, 0.251, 0.922]],
  "total_charge": 0,
  "e_homo_ev": -7.27,
  "homo_lumo_gap_ev": 8.23
}


#two
{
  "formula": "C7H8O",
  "method": "ωB97M-V/def2-TZVPD",
  "species": ["C", "C", "C", "C", "C", "C", "C", "H", "H", "H", "H", "H", "H", "H", "H", "O"],
  "xyz": [[-1.249, -0.380, -0.405], [-0.804, -1.370, -1.360], [0.545, -1.372, -1.409], [1.210, -0.427, -0.402], [-0.011, 0.271, 0.247], [-0.104, 0.617, 1.699], [-0.070, 1.678, 0.661], [-1.500, -1.938, -1.966], [1.130, -1.902, -2.163], [1.853, 0.324, -0.891], [1.862, -0.953, 0.317], [-1.059, 0.435, 2.178], [0.738, 0.540, 2.389], [-0.977, 2.264, 0.535], [0.817, 2.308, 0.619], [-2.381, -0.094, -0.049]],
  "total_charge": 0,
  "e_homo_ev": -9.48,
  "homo_lumo_gap_ev": 10.01
}


It turns out #two is the most stable, with the second structure 3.701 eV higher.


#one
{
  "formula": "C4H7INO",
  "method": "ωB97M-V/def2-TZVPD",
  "species": ["C", "C", "C", "C", "N", "O", "I", "H", "H", "H", "H", "H", "H", "H"],
  "xyz": [[-0.035, -1.259, 0.193], [-1.537, 0.116, 0.927], [1.696, 0.311, -0.724], [-0.395, 0.890, 0.416], [0.507, 0.086, 0.028], [-1.042, -1.073, 1.195], [-2.631, 0.351, -1.028], [-0.540, -1.486, -0.786], [0.540, -2.135, 0.475], [-2.200, 0.532, 1.695], [2.677, 0.136, -0.041], [1.780, 1.340, -0.915], [1.679, -0.189, -1.717], [-0.498, 2.380, 0.282]],
  "total_charge": 1,
  "e_homo_ev": -13.99,
  "homo_lumo_gap_ev": 9.13
}


#two
{
  "formula": "C4H7INO",
  "method": "ωB97M-V/def2-TZVPD",
  "species": ["C", "C", "C", "C", "N", "O", "I", "H", "H", "H", "H", "H", "H", "H"],
  "xyz": [[1.666, -0.174, -3.727], [0.575, -0.906, 0.720], [-0.032, -1.297, -0.504], [-0.615, -0.173, 0.268], [-0.373, 1.114, -0.516], [1.168, 0.012, -2.653], [1.887, -2.072, -4.535], [0.500, -1.509, 1.591], [1.524, -0.395, 0.576], [-0.404, -1.897, -1.306], [-1.531, -0.258, 0.680], [0.055, 1.981, 0.108], [-1.187, 1.273, -0.973], [0.288, 0.889, -1.189]],
  "total_charge": 1,
  "e_homo_ev": [-12.95, -12.40],
  "homo_lumo_gap_ev": [7.93, 8.11]
}


It turns out #one is the most stable, with the second structure 2.229 eV higher.


#one
{
  "formula": "C13H16N4O3",
  "method": "ωB97M-V/def2-TZVPD",
  "species": ["O", "N", "N", "O", "O", "C", "C", "C", "C", "C", "C", "C", "C", "C", "N", "N", "C", "C", "C", "C", "H", "H", "H", "H", "H", "H", "H", "H", "H", "H", "H", "H", "H", "H", "H", "H"],
  "xyz": [[4.099, 0.607, 0.254], [1.609, 2.621, -0.939], [-0.413, 2.372, 0.853], [-4.912, -2.029, 0.725], [-2.490, 1.713, 2.145], [3.537, 1.487, -0.236], [2.107, 1.628, -0.278], [-0.273, 1.128, 0.455], [-3.585, -0.280, 1.566], [-2.784, -1.603, -0.177], [-3.742, -1.337, 0.768], [-2.449, 0.510, 1.499], [-1.417, 0.193, 0.594], [-1.592, -0.895, -0.284], [4.348, 2.291, -1.053], [1.042, 0.781, 0.144], [-0.753, -1.243, -1.446], [1.533, -0.646, 0.585], [0.407, -2.197, -0.930], [1.673, -1.513, -0.607], [2.258, 3.348, -1.283], [0.463, 2.848, 0.717], [-5.642, -1.767, 1.338], [-1.776, 2.246, 1.859], [-4.256, 0.029, 2.332], [-3.137, -2.351, -0.875], [5.374, 2.069, -1.097], [4.028, 3.140, -1.463], [-0.228, -0.440, -1.901], [-1.397, -1.743, -2.160], [0.736, -1.045, 1.280], [2.406, -0.639, 1.232], [0.129, -2.850, -0.095], [0.645, -2.937, -1.759], [2.159, -1.141, -1.453], [2.293, -2.356, -0.312]],
  "total_charge": 0,
  "e_homo_ev": -8.24,
  "homo_lumo_gap_ev": 8.08
}


#two
{
  "formula": "C13H16N4O3",
  "method": "ωB97M-V/def2-TZVPD",
  "species": ["O", "O", "O", "N", "C", "C", "C", "C", "C", "C", "N", "N", "N", "C", "C", "C", "C", "C", "C", "C", "H", "H", "H", "H", "H", "H", "H", "H", "H", "H", "H", "H", "H", "H", "H", "H"],
  "xyz": [[-1.063, -1.447, -2.605], [-1.385, -3.950, 1.103], [-4.462, -2.802, -0.439], [0.787, 0.176, 1.262], [-0.890, -1.631, -1.395], [-1.073, -2.930, 0.536], [-3.818, -2.870, -1.471], [1.087, 1.024, 0.322], [0.002, -0.835, 0.694], [-0.147, -0.634, -0.643], [-0.435, -1.974, 1.263], [0.496, 0.603, -0.861], [-1.425, -2.762, -0.795], [-4.545, -2.593, -2.783], [-2.491, -3.600, -1.444], [3.812, 3.327, 1.680], [2.518, 4.145, 1.890], [3.347, 2.020, 0.965], [1.373, 3.183, 1.597], [1.928, 2.288, 0.478], [0.024, -2.269, 2.109], [0.620, 1.028, -1.759], [-4.667, -3.533, -3.317], [-3.932, -1.966, -3.393], [-5.484, -2.095, -2.559], [-2.229, -3.839, -2.503], [-2.640, -4.567, -0.935], [4.283, 3.033, 2.635], [4.550, 3.919, 1.142], [2.518, 5.026, 1.200], [2.443, 4.489, 2.926], [4.024, 1.699, 0.155], [3.284, 1.213, 1.697], [1.148, 2.585, 2.507], [0.485, 3.689, 1.231], [1.957, 2.851, -0.490]],
  "total_charge": 0,
  "e_homo_ev": -8.64,
  "homo_lumo_gap_ev": 9.24
}


It turns out #two is the most stable, with the second structure 2.974 eV higher.


#one
{
  "formula": "CH7N4",
  "method": "ωB97M-V/def2-TZVPD",
  "species": ["C", "N", "N", "N", "N", "H", "H", "H", "H", "H", "H", "H"],
  "xyz": [[-1.101, -0.455, 0.061], [-2.078, 0.375, 0.303], [1.191, 0.941, 0.264], [1.007, -0.282, 0.677], [1.425, -1.119, -0.250], [-0.920, -0.729, -1.011], [-2.628, 0.797, -0.409], [0.894, 1.619, 0.913], [1.533, 1.142, -0.780], [1.752, -0.828, -1.085], [1.236, -2.071, 0.104], [-2.310, 0.608, 1.213]],
  "total_charge": 1,
  "e_homo_ev": -12.98,
  "homo_lumo_gap_ev": 8.33
}


#two
{
  "formula": "CH7N4",
  "method": "ωB97M-V/def2-TZVPD",
  "species": ["C", "N", "N", "N", "N", "H", "H", "H", "H", "H", "H", "H"],
  "xyz": [[-0.864, -0.760, 0.062], [-0.326, 0.378, 0.159], [-1.980, -1.122, 0.717], [1.728, 1.536, -0.027], [0.912, 0.500, -0.504], [-0.522, -1.589, -0.686], [-2.309, -2.144, 0.551], [-2.463, -0.724, 1.481], [1.938, 1.582, 0.948], [1.414, 2.395, -0.481], [1.645, -0.605, -0.725], [0.827, 0.554, -1.496]],
  "total_charge": 1,
  "e_homo_ev": -14.43,
  "homo_lumo_gap_ev": 9.93
}


#three
{
  "formula": "CH7N4",
  "method": "ωB97M-V/def2-TZVPD",
  "species": ["C", "N", "N", "N", "N", "H", "H", "H", "H", "H", "H", "H"],
  "xyz": [[1.133, 0.081, -0.266], [0.154, 0.004, 0.565], [2.394, -0.277, 0.028], [-2.143, -0.418, -0.237], [-1.157, 0.502, 0.303], [0.846, 0.472, -1.230], [3.143, -0.040, -0.639], [2.636, -0.292, 0.999], [-2.391, -1.114, 0.868], [-1.943, -1.056, -0.990], [-1.369, 0.997, 1.121], [-1.305, 1.141, -0.522]],
  "total_charge": 1,
  "e_homo_ev": -14.52,
  "homo_lumo_gap_ev": 10.92
}


It turns out #two is the most stable, with the second structure 0.346 eV higher.


#one
{
  "formula": "C3H7N3S2",
  "method": "ωB97M-V/def2-TZVPD",
  "species": ["C", "C", "C", "H", "H", "H", "H", "H", "H", "H", "N", "N", "N", "S", "S"],
  "xyz": [[-0.202, -1.359, -0.023], [-1.284, -0.830, 1.052], [0.350, 0.776, 0.670], [-1.009, 0.903, -1.202], [0.641, 1.165, -1.998], [0.416, -2.157, 0.334], [-1.068, -1.616, -0.723], [-1.728, -1.716, 1.725], [-2.065, -0.307, 0.414], [2.859, 0.577, -0.627], [-0.035, 0.468, -1.655], [0.450, -0.092, -0.470], [1.068, 1.866, 0.901], [-0.553, 0.282, 2.148], [2.162, 2.041, -0.546]],
  "total_charge": 0,
  "e_homo_ev": -8.57,
  "homo_lumo_gap_ev": 8.97
}


#two
{
  "formula": "C3H7N3S2",
  "method": "ωB97M-V/def2-TZVPD",
  "species": ["C", "C", "C", "N", "N", "N", "S", "S", "H", "H", "H", "H", "H", "H", "H"],
  "xyz": [[1.533, -1.587, -0.968], [0.914, -0.250, -1.191], [-1.811, 1.088, 1.104], [0.600, 0.383, 0.120], [1.327, -0.180, 1.090], [-1.240, 0.422, -0.083], [1.697, -2.811, -2.059], [1.826, -1.728, 0.718], [1.635, 0.311, -1.558], [0.098, -0.278, -1.877], [-1.348, 1.989, 1.186], [-2.857, 1.130, 1.067], [-1.671, 0.567, 2.068], [0.805, 1.421, 0.279], [-1.507, -0.477, 0.104]],
  "total_charge": 0,
  "e_homo_ev": [-7.62, -7.62],
  "homo_lumo_gap_ev": [7.32, 7.32]
}


It turns out #one is the most stable, with the second structure 0.692 eV higher.